No. 1
{
  "formula": "C24H27N3O2",
  "method": "the ωB97M-V functional and the def2-TZVPD basis",
  "multiplicity": 1,
  "smiles": "COc1ccc(C(=O)[C@@H]2CCCN(Cc3cccn3-c3ccccn3)C2)c(C)c1",
  "relative_energy_kcal_mol": 42.3,
  "energy_ha": -1245.4848,
  "species": ["C", "H", "O", "C", "C", "C", "C", "C", "C", "H", "C", "H", "H", "H", "C", "O", "C", "C", "C", "C", "N", "C", "H", "H", "C", "C", "C", "C", "C", "N", "C", "N", "C", "C", "C", "C", "H", "H", "H", "H", "H", "H", "H", "H", "H", "H", "H", "H", "H", "H", "H", "H", "H", "H", "H", "H"],
  "coordinates": [[-6.6447, -0.2159, -1.0608], [-7.3607, -0.4999, -1.8303], [-5.3818, -0.5844, -1.5619], [-4.2827, -0.3518, -0.8019], [-3.0610, -0.7433, -1.3547], [-1.8960, -0.5595, -0.6500], [-1.8889, 0.0339, 0.6175], [-3.1141, 0.4471, 1.1664], [-4.2891, 0.2373, 0.4559], [-5.2188, 0.5503, 0.9060], [-3.2008, 1.0983, 2.5096], [-2.8037, 2.1107, 2.4563], [-2.6012, 0.5645, 3.2433], [-4.2322, 1.1413, 2.8523], [-0.6214, 0.2364, 1.3607], [-0.4649, 1.1475, 2.1481], [0.4842, -0.7624, 1.0838], [0.0965, -2.2002, 1.4448], [1.2461, -3.1173, 1.0340], [2.5535, -2.6611, 1.7003], [2.8832, -1.2649, 1.5160], [1.7721, -0.4036, 1.8427], [2.0519, 0.6323, 1.6484], [1.5781, -0.4953, 2.9178], [3.6655, -0.8949, 0.3475], [2.9812, -0.9309, -0.9872], [2.8567, -1.9880, -1.8495], [2.0541, -1.5764, -2.9365], [1.6982, -0.2832, -2.6992], [2.2661, 0.1235, -1.5179], [2.0856, 1.3963, -0.9737], [3.1214, 1.9456, -0.3540], [2.9739, 3.1406, 0.1884], [1.7911, 3.8584, 0.1423], [0.7091, 3.2880, -0.5123], [0.8501, 2.0393, -1.0858], [0.0195, 1.5622, -1.5818], [-0.2382, 3.8037, -0.5648], [1.7148, 4.8270, 0.6091], [3.8531, 3.5305, 0.6842], [1.1240, 0.3952, -3.2989], [1.7790, -2.1674, -3.7877], [3.3014, -2.9560, -1.7221], [4.5172, -1.5797, 0.3076], [4.0422, 0.1153, 0.5250], [3.3873, -3.2662, 1.3390], [2.4615, -2.8231, 2.7823], [1.0338, -4.1461, 1.3307], [1.3563, -3.0909, -0.0515], [-0.8260, -2.4920, 0.9375], [-0.0702, -2.2715, 2.5229], [0.6917, -0.7423, 0.0129], [-0.9711, -0.8667, -1.1132], [-3.0570, -1.1912, -2.3354], [-6.7092, 0.8630, -0.8877], [-6.8799, -0.7489, -0.1341]],
  "forces_ev_per_angstrom": [[-0.235, 0.070, 0.106], [0.018, 0.039, 0.085], [0.361, -0.068, -0.058], [0.280, -0.021, -0.010], [-0.254, 0.012, -0.083], [-0.053, 0.065, 0.110], [-0.547, 0.214, -0.020], [0.279, -0.122, -0.118], [-0.321, -0.034, -0.164], [-0.092, 0.015, 0.037], [-0.034, 0.133, 0.119], [0.005, 0.017, 0.104], [0.000, 0.047, 0.083], [-0.075, -0.025, 0.002], [0.380, -0.246, -0.189], [-0.029, 0.002, 0.061], [0.131, 0.131, 0.426], [0.032, -0.048, -0.343], [0.054, 0.041, 0.207], [-0.081, -0.176, -0.104], [0.109, -0.054, 0.061], [-0.125, 0.215, -0.102], [-0.019, -0.015, 0.106], [-0.079, 0.096, -0.030], [0.102, 0.111, 0.273], [0.355, -0.271, 0.123], [0.157, 0.220, 0.056], [-0.167, 0.016, 0.002], [-0.285, -0.048, -0.349], [0.129, -0.405, -0.268], [-0.231, 0.857, 0.308], [0.106, -0.392, -0.380], [-0.142, 0.280, 0.140], [-0.076, -0.036, -0.032], [0.179, 0.026, 0.015], [0.163, -0.129, 0.011], [-0.069, -0.086, -0.017], [-0.072, 0.024, 0.001], [0.015, 0.089, 0.049], [0.013, 0.128, 0.063], [-0.066, 0.154, -0.076], [-0.065, -0.032, -0.194], [0.118, -0.159, 0.113], [-0.026, 0.078, -0.067], [0.090, -0.295, -0.064], [0.039, -0.026, 0.071], [0.010, -0.118, -0.015], [0.004, -0.060, -0.021], [-0.051, -0.047, 0.014], [-0.002, -0.020, 0.093], [-0.069, 0.018, 0.083], [-0.041, -0.011, -0.044], [0.133, -0.082, -0.026], [0.012, -0.059, -0.123], [0.010, -0.048, 0.008], [0.017, 0.036, -0.032]]
}

---

No. 2
{
  "formula": "C12H33N3O3P",
  "method": "the ωB97M-V functional and the def2-TZVPD basis",
  "multiplicity": 1,
  "charge": -1,
  "relative_energy_kcal_mol": 0.0,
  "energy_ha": -1208.3488,
  "species": ["O", "N", "P", "O", "O", "H", "H", "H", "C", "C", "N", "C", "C", "C", "C", "H", "H", "H", "H", "H", "H", "H", "H", "H", "H", "H", "H", "H", "H", "H", "C", "C", "N", "C", "C", "C", "C", "H", "H", "H", "H", "H", "H", "H", "H", "H", "H", "H", "H", "H", "H", "H"],
  "coordinates": [[3.9805, 0.2670, 0.9140], [3.5200, 1.0035, -0.3186], [4.0590, 2.5432, -0.2319], [3.4067, 3.2679, 1.2011], [5.5588, 2.4290, 0.4883], [3.3164, 0.5494, 1.5522], [2.7378, 3.8835, 0.8853], [5.5631, 1.5505, 0.9020], [-0.2740, 1.2796, 4.0802], [-0.5390, 0.3518, 2.9043], [-0.2271, -1.0381, 3.1969], [-0.0332, -1.8448, 2.0040], [-1.1799, -1.9439, 0.9963], [-0.9806, -1.6368, 4.2828], [-2.5103, -1.6605, 4.1563], [0.7590, 1.1704, 4.4124], [-0.4243, 2.3145, 3.7705], [-0.9374, 1.0840, 4.9248], [0.1060, 0.6498, 2.0733], [-1.5742, 0.4962, 2.5538], [0.2807, -2.8429, 2.3227], [0.8218, -1.4100, 1.4781], [-1.9996, -2.5910, 1.3117], [-0.7860, -2.3334, 0.0548], [-1.5853, -0.9528, 0.7851], [-0.7189, -1.1151, 5.2067], [-0.6093, -2.6588, 4.3981], [-2.8919, -0.6942, 3.8219], [-2.9620, -1.8752, 5.1274], [-2.8556, -2.4164, 3.4511], [-2.5259, -0.3415, -1.9361], [-1.1277, 0.2339, -2.1061], [-0.3012, -0.5146, -3.0350], [1.1220, -0.2090, -2.9166], [1.5878, 1.2047, -3.2725], [-0.8290, -0.6460, -4.3812], [-1.1434, 0.6418, -5.1549], [-2.4622, -1.3967, -1.6651], [-3.0282, 0.1890, -1.1243], [-3.1609, -0.2445, -2.8185], [-0.6146, 0.1831, -1.1417], [-1.2026, 1.3059, -2.3498], [1.6619, -0.9349, -3.5314], [1.4074, -0.4102, -1.8812], [1.5802, 1.3859, -4.3483], [2.6065, 1.3483, -2.9105], [0.9659, 1.9628, -2.7938], [-1.7434, -1.2438, -4.3290], [-0.1085, -1.2452, -4.9447], [-1.6796, 1.3564, -4.5276], [-1.7800, 0.4138, -6.0130], [-0.2455, 1.1345, -5.5242]],
  "forces_ev_per_angstrom": [[-0.223, 0.036, -0.140], [0.059, 0.111, 0.018], [0.159, -0.039, 0.330], [-0.239, 0.064, -0.214], [0.157, -0.077, -0.299], [0.074, -0.043, 0.152], [-0.075, -0.074, 0.088], [-0.053, -0.032, 0.026], [0.041, 0.006, -0.057], [0.091, -0.023, 0.001], [-0.162, 0.133, 0.057], [0.230, -0.010, -0.031], [0.011, 0.042, -0.059], [0.008, -0.079, -0.094], [0.005, 0.009, 0.003], [-0.021, 0.003, 0.040], [0.001, 0.007, 0.020], [-0.008, -0.005, -0.009], [-0.006, 0.014, 0.001], [0.000, -0.001, 0.014], [-0.034, -0.004, -0.004], [0.031, -0.032, -0.012], [0.007, 0.017, 0.102], [-0.053, -0.016, -0.008], [-0.042, -0.050, -0.024], [0.008, 0.027, -0.010], [-0.024, 0.003, 0.043], [-0.014, -0.002, 0.040], [-0.011, -0.029, -0.011], [0.023, 0.013, -0.039], [-0.010, 0.011, 0.147], [0.098, -0.052, -0.013], [-0.175, -0.008, -0.031], [0.094, -0.011, 0.043], [0.022, -0.052, -0.027], [0.075, 0.027, 0.062], [-0.011, 0.002, -0.016], [-0.051, -0.010, -0.047], [-0.041, -0.030, 0.018], [0.113, 0.020, -0.086], [-0.014, 0.071, 0.001], [-0.011, -0.002, -0.036], [0.008, -0.011, -0.001], [0.076, 0.091, -0.005], [-0.050, -0.010, -0.056], [-0.034, -0.018, 0.093], [0.031, 0.008, 0.035], [-0.028, -0.004, 0.015], [-0.024, 0.009, -0.030], [-0.025, -0.009, -0.016], [0.007, 0.000, -0.023], [0.009, 0.007, 0.047]]
}